1.
Density functional theory data (ωB97M-V with the def2-TZVPD basis set) for a 2-piece molecular cluster, C35H62F5IN4O5S overall at a distorted geometry.

```
113
C35H62F5IN4O5S (ωB97M-V with the def2-TZVPD basis set)
C 2.08545 -4.95271 3.99346
C 3.60494 -4.69217 3.96380
O 3.96431 -3.31012 4.00054
C 4.29673 -2.70534 2.76646
C 5.36614 -3.38545 1.92572
C 4.89133 -4.40984 0.85794
C 5.29132 -4.04563 -0.59641
C 4.11285 -4.14172 -1.58376
C 4.55347 -4.69298 -2.92870
C 3.45763 -4.85204 -4.00123
C 2.26186 -3.91582 -3.92297
C 2.55460 -2.47001 -4.38311
C 2.10229 -1.39009 -3.40568
C 0.63825 -1.01286 -3.60465
C 0.22317 0.16305 -2.69559
C -0.87184 1.04439 -3.31150
N -1.83522 1.49564 -2.31663
C -2.61942 0.70067 -1.51243
C -3.38138 1.51837 -0.69306
C -3.06563 2.86574 -1.02744
C -2.11247 2.80806 -2.03190
C 2.96642 -2.43845 2.01499
N 3.18277 -1.76671 0.72319
C 2.24479 -1.43647 2.87421
I 0.35684 -0.73187 2.02065
N 3.35021 -0.40669 3.15540
C 3.31817 0.90045 2.43394
C 2.50391 1.91261 3.26272
O 1.91528 2.88072 2.43409
C 4.60813 -1.24021 3.24018
S 6.21014 -0.45077 2.93974
O 6.19857 0.75734 3.71200
O 7.19113 -1.41096 3.32407
C 6.49593 -0.02662 1.14068
F 7.53938 -0.75469 0.75991
F 5.46002 -0.35105 0.37245
C 6.85823 1.47102 0.88446
F 5.76969 2.20982 0.86701
F 7.72842 1.91433 1.74235
F 7.39662 1.51654 -0.31981
H 1.79938 -5.42414 3.05412
H 1.52398 -4.03056 4.09065
H 1.84163 -5.66958 4.76814
H 4.05658 -5.24359 3.14360
H 4.01831 -5.12600 4.86922
H 6.00605 -3.91109 2.63096
H 6.01261 -2.67576 1.42367
H 5.43059 -5.32623 1.08716
H 3.83980 -4.67054 0.92630
H 5.75305 -3.05979 -0.61574
H 6.03826 -4.75893 -0.93484
H 3.73035 -3.13725 -1.76762
H 3.30180 -4.75661 -1.19613
H 5.34055 -4.05218 -3.33105
H 5.02341 -5.66815 -2.80114
H 3.09814 -5.87945 -3.96990
H 3.93871 -4.71541 -4.96852
H 1.77824 -3.91781 -2.94516
H 1.52690 -4.33295 -4.61069
H 2.04810 -2.28919 -5.32894
H 3.61981 -2.39095 -4.60138
H 2.27171 -1.64658 -2.35728
H 2.69602 -0.49184 -3.59142
H 0.03060 -1.86249 -3.29431
H 0.43977 -0.73451 -4.63656
H 1.08851 0.79042 -2.48065
H -0.09011 -0.25188 -1.73989
H -1.39117 0.54895 -4.12833
H -0.39521 1.94745 -3.67625
H -2.56339 -0.37232 -1.57585
H -4.07930 1.17968 0.05235
H -3.52435 3.71989 -0.56293
H -1.66449 3.65998 -2.51167
H 2.41888 -3.35157 1.80356
H 3.97814 -2.15896 0.23541
H 2.39140 -1.94548 0.11689
H 1.94940 -1.77553 3.85669
H 3.15572 -0.14342 4.12008
H 2.85425 0.81245 1.46002
H 4.29735 1.33861 2.29377
H 1.70283 1.39046 3.80220
H 3.15048 2.40543 3.98258
H 1.33168 2.40861 1.83089
H 4.74980 -1.36815 4.31411
C -8.34057 3.89457 1.99187
C -7.77042 4.94324 0.99383
C -8.90482 5.73121 0.32367
C -9.62996 4.98728 -0.79652
C -8.62684 4.42127 -1.79799
C -7.57596 3.53772 -1.13027
N -6.89595 4.26478 -0.01253
O -6.02981 5.09636 -0.49096
C -8.25224 2.24801 -0.63025
C -6.54372 3.08505 -2.15309
C -6.95735 5.92297 1.83427
H -7.99488 2.88644 1.77669
H -8.00934 4.10096 3.00893
H -9.43139 3.88010 1.99826
H -8.49148 6.65435 -0.09514
H -9.61999 6.03787 1.08904
H -10.26002 4.19410 -0.38507
H -10.30595 5.67563 -1.30692
H -9.14794 3.84354 -2.56420
H -8.13718 5.25068 -2.31788
H -7.53662 1.61300 -0.10451
H -8.63258 1.68334 -1.48143
H -9.09882 2.42207 0.02984
H -6.07425 3.92040 -2.67005
H -7.01862 2.46415 -2.91310
H -5.76078 2.49474 -1.67785
H -6.09274 5.43369 2.28536
H -7.59203 6.30876 2.63197
H -6.60552 6.77320 1.25284
```

Results
Frontier orbital gap (alpha / beta) in eV: 6.2 / 6.5
HOMO (alpha / beta) in eV: -9.56 / -9.86
Charge: +1
Multiplicity: 2
Energy above the lowest of the compared OMol25 structures with the same formula, charge and spin in eV: 0.000
Largest force on an atom in eV/A: 2.0
E in eV: -86010.9214



2.
Density functional theory data (ωB97M-V with the def2-TZVPD basis set) for C35H63AlBBr2ClF2MgN2NaO17PS2 as an isolated structure at a distorted geometry.

```
129
C35H63AlBBr2ClF2MgN2NaO17PS2 (ωB97M-V with the def2-TZVPD basis set)
C 0.04022 -0.47854 0.05362
C 1.35294 0.35692 0.13126
C 1.51140 1.23168 -1.15172
C 2.56042 0.70455 -2.17355
C 2.44166 -0.80160 -2.56633
C 1.82643 -1.00644 -3.97801
C 0.35669 -1.56699 -3.97748
C -0.72694 -0.44477 -3.99696
N -1.44039 -0.35512 -5.29896
C -0.74339 0.58472 -6.22274
C 0.45948 -0.05601 -6.94152
C 1.50972 0.96440 -7.45100
C 1.88495 2.08393 -6.38153
C 1.39968 3.46641 -6.92767
C 0.87802 4.46492 -5.85320
C 1.49044 4.28573 -4.43809
C 0.40964 3.74944 -3.46424
C -2.73764 0.20801 -5.15342
S -3.07040 1.40455 -4.09554
S -4.10571 -0.38509 -6.18645
C -4.98433 -1.65621 -5.22319
C -5.93657 -1.09766 -4.11549
C -6.58767 0.25637 -4.44035
N -7.60629 0.18148 -5.52727
O -8.08825 1.47557 -5.78445
B -9.39100 1.68969 -5.23957
O -10.49796 1.07616 -5.72526
O -9.50420 2.58419 -4.18863
H -0.70293 0.00127 -0.59749
H 0.23055 -1.49415 -0.34196
H -0.41221 -0.53184 1.05718
H 1.40761 1.00143 1.02942
H 2.21273 -0.36454 0.12327
H 0.54826 1.37851 -1.67087
H 1.81356 2.24002 -0.81548
H 3.55224 0.91998 -1.74240
H 2.47887 1.34629 -3.06888
H 3.47594 -1.17965 -2.62356
H 1.93518 -1.43822 -1.82095
H 1.78157 -0.02299 -4.47940
H 2.47105 -1.67529 -4.57347
H 0.25974 -2.12812 -3.03249
H 0.25022 -2.25583 -4.83051
H -0.24471 0.51513 -3.73674
H -1.46189 -0.70221 -3.21942
H -0.50278 1.49199 -5.63776
H -1.45726 0.90964 -7.00449
H 0.05759 -0.59786 -7.81718
H 0.99225 -0.81131 -6.35062
H 2.48755 0.41858 -7.71362
H 1.12047 1.39776 -8.43583
H 2.98735 2.11203 -6.31823
H 1.47463 1.80827 -5.40671
H 0.54018 3.26624 -7.60359
H 2.17222 3.92985 -7.57693
H -0.22464 4.49259 -5.81413
H 1.16599 5.47251 -6.20518
H 1.73216 5.29819 -4.07403
H 2.43546 3.72434 -4.40550
H 0.78054 3.62878 -2.43735
H -0.36437 4.53989 -3.40132
H -0.11012 2.85663 -3.85345
H -5.47468 -2.35811 -5.91074
H -4.21575 -2.24596 -4.69319
H -6.76140 -1.83593 -4.02803
H -5.45781 -1.06580 -3.12988
H -5.88389 1.06592 -4.67305
H -7.13311 0.58026 -3.53542
H -7.17304 -0.11718 -6.41279
H -8.38272 -0.46181 -5.32464
H -11.25935 1.34552 -5.18762
H -10.03004 3.35095 -4.46475
C -2.23345 -1.94340 5.61923
C -2.95951 -1.47012 4.39019
O -1.90468 -0.98953 3.57476
C -0.80422 -1.71299 3.90790
O 0.18393 -1.76391 3.24427
O -0.97567 -2.37589 5.08133
F -3.79644 -0.44725 4.67243
H -2.06267 -1.14093 6.33931
H -2.74681 -2.76137 6.11923
H -3.50558 -2.25150 3.85788
O 4.38108 3.07887 -2.18667
P 5.30808 4.26386 -2.45347
O 5.97613 4.12108 -3.81623
O 6.39454 4.30592 -1.38657
O 4.47782 5.54382 -2.44355
Al 3.05407 -1.04580 1.50425
C 3.11418 -1.22637 6.67272
C 1.87289 -0.46120 6.28139
O 0.96331 -0.31501 7.40258
C 1.16432 0.61085 8.32502
O 2.06699 1.45579 8.39857
O 0.18651 0.50313 9.21036
C 0.37790 1.39615 10.35385
H 2.84856 -2.17407 7.13579
H 3.73555 -1.41976 5.79725
H 3.70213 -0.68031 7.38992
H 1.33128 -1.02424 5.52310
H 2.11400 0.51216 5.85030
H 0.54851 2.41119 10.04071
H 1.22783 1.02278 10.93658
H -0.50263 1.35194 10.96465
Cl 4.09494 0.83510 9.19721
Na 2.65423 1.80420 -9.07354
Br -1.53309 2.16903 9.13687
C -2.98512 3.42212 9.52102
C -4.21091 3.12654 8.69585
Br -3.99499 3.73394 6.85927
H -2.59173 4.42097 9.35461
H -3.19849 3.29098 10.58083
H -5.07177 3.67302 9.07705
H -4.44815 2.06767 8.65227
C 5.57056 -7.03025 6.03598
C 4.64463 -6.21330 6.55597
C 4.21182 -4.97252 5.81881
O 3.35766 -4.26882 6.31429
C 4.84550 -4.67573 4.54689
C 5.77462 -5.50059 4.03653
C 6.18515 -6.74914 4.75800
O 7.01951 -7.49081 4.26636
O 6.37283 -5.25444 2.87677
O 4.06981 -6.44675 7.72240
H 5.90998 -7.93982 6.53918
H 4.53793 -3.77352 4.03839
H 6.99677 -5.98936 2.72418
H 3.44022 -5.71012 7.86590
F 1.94324 -3.32219 -1.16213
Mg 7.05477 -9.30620 6.83152
```

Results
Frontier orbital gap in eV: 1.3
HOMO in eV: -10.20
Charge: +2
Multiplicity: 1
Energy above the lowest of the compared OMol25 structures with the same formula, charge and spin in eV: 1.573
Largest force on an atom in eV/A: 5.6
E in eV: -281211.8778



Which of these has the highest energy above the lowest of the compared OMol25 structures with the same formula, charge and spin? C35H63AlBBr2ClF2MgN2NaO17PS2